Record 1
C3H5ClN2S | the ωB97M-V functional and the def2-TZVPD basis

Geometry as XYZ:
```
12
Properties=species:S:1:pos:R:3:forces:R:3
Cl 3.1544 -1.5752 -0.1145 -0.12 -0.49 0.33
S 4.7058 0.8322 0.4899 0.47 0.41 0.45
N 0.9132 0.9924 -0.3301 -0.11 0.76 -1.33
N 1.5452 1.4450 -1.1395 0.51 0.66 -1.04
C 0.0865 0.5816 0.5156 -2.45 -1.98 0.81
C 3.7058 -0.0229 -0.5270 -0.46 -0.13 -2.20
C -1.0313 -0.4484 0.2112 -1.53 2.99 2.13
H 3.4217 0.2831 -1.5736 0.76 -0.17 1.53
H -1.3551 -0.8932 1.2282 0.47 0.62 -1.93
H 0.4569 0.5621 1.4790 0.69 0.31 1.94
H -0.6347 -1.1359 -0.4296 0.78 -2.34 -1.54
H -1.9193 0.0413 -0.3108 0.99 -0.64 0.85
```
Forces are in eV/Å.

Values from the calculation:
Relative energy (zero: lowest compared OMol25 entry of this formula, charge and spin), kcal per mole: 10.4
Total charge: 0
Expectation value of S²: 2.01
Gap between HOMO and LUMO (spin up / spin down), Eh: 0.2862 / 0.2041
Spin multiplicity: 3
HOMO level (spin up / spin down), hartree: -0.258 / -0.304
LUMO energy (spin up / spin down), hartree: 0.028 / -0.100

Atomic partial charges in e from the Mulliken method, atoms 1 to 6: Cl -0.14; S -0.03; N 0.68; N -0.85; C -0.14; C -0.26


Record 2
C2H3ClFP | the ωB97M-V functional and the def2-TZVPD basis

Geometry as XYZ:
```
8
Properties=species:S:1:pos:R:3:forces:R:3
Cl -3.8548 -0.0029 0.1931 -0.71 0.09 0.50
P -0.8453 0.1494 -0.0019 0.64 3.05 -0.50
F -1.4621 1.6594 -0.2257 0.15 -1.41 0.59
C 0.8644 0.7481 0.1535 -2.56 -0.54 -0.97
C -2.4920 -0.7970 -0.3835 3.47 1.79 -0.58
H -2.3270 -1.8099 -0.1464 -0.27 -1.26 0.45
H 1.7163 0.0757 -0.1065 -0.80 0.75 0.65
H 0.8765 1.9069 0.0118 0.08 -2.47 -0.12
```
Forces are in eV/Å.

Values from the calculation:
Relative energy (zero: lowest compared OMol25 entry of this formula, charge and spin), kcal per mole: 99.0
Total charge: 0
Gap between HOMO and LUMO (spin up / spin down), Eh: 0.2629 / 0.2631
HOMO level (spin up / spin down), hartree: -0.297 / -0.298
LUMO energy (spin up / spin down), hartree: -0.035 / -0.035

Atomic partial charges in e from the Mulliken method, atoms 1 to 6: Cl -0.08; P 0.72; F -0.28; C -0.69; C -0.44; H 0.29


Record 3
C44H79IN7O7PS2 | the ωB97M-V functional and the def2-TZVPD basis

Geometry as XYZ:
```
141
Properties=species:S:1:pos:R:3:forces:R:3
I 0.2970 3.2409 -5.3391 -0.12 -0.45 0.97
S 4.0970 -2.2700 -0.0257 -1.46 -0.14 -0.35
S 1.5368 -1.9406 -1.7755 1.04 -1.23 2.42
P 2.4437 4.1013 0.6733 3.19 4.03 5.23
O 3.8412 3.9434 -0.3986 -3.38 -0.99 0.77
O 2.9241 4.3633 2.1901 -2.02 -1.38 -6.37
O -0.6363 -1.3379 0.7859 -0.36 -2.22 1.57
O 3.1310 1.2472 2.4775 -0.91 -0.22 -9.02
O 0.4120 2.3902 1.7475 1.08 1.97 -2.14
O 1.6784 5.6294 0.1877 1.98 -3.34 -1.95
O 1.9327 1.3296 0.2733 2.12 2.31 2.20
N 1.4709 -3.1723 0.8201 0.43 2.19 -2.40
N -6.6671 -2.2109 1.4895 5.07 -8.03 3.27
N -12.0191 4.5583 4.3261 -2.14 0.13 -9.79
N -6.2160 4.2988 1.0807 -3.40 -2.41 9.10
N -0.3333 -3.4832 -5.2553 9.57 2.82 -0.87
N 12.7525 -4.4632 -4.4844 5.52 -8.19 2.99
N 7.2586 -1.7933 -4.1970 2.45 -7.62 5.96
C 10.3936 -3.7442 -3.2162 -0.13 0.04 0.30
C 0.1897 2.7959 -0.7685 0.85 -0.87 -0.39
C 13.5636 -7.1865 -2.2764 -0.17 0.00 0.36
C -8.2435 4.5487 4.0431 -0.22 0.35 0.03
C 14.1675 -6.6835 -3.5891 -0.78 0.77 -0.21
C -6.0255 -3.2176 1.8954 -4.14 6.80 -3.02
C -12.2966 4.5678 3.0961 1.73 -0.36 8.32
C -2.3632 1.6419 2.3312 -0.99 0.42 1.03
C -12.6310 4.5793 1.6134 0.44 0.13 0.99
C 2.3287 -2.7148 -5.4937 -1.07 -0.06 0.09
C 4.8082 -1.1739 -1.3673 -0.62 1.36 -1.80
C -2.8412 4.1160 1.1881 -1.32 -0.62 1.24
C 13.3942 -5.4700 -4.0784 -4.05 6.81 -3.07
C 4.5249 0.4495 -1.1352 1.36 -0.01 -0.43
C -2.0049 3.2412 2.3266 0.39 0.43 -0.60
C -5.8071 -3.8923 4.8105 -0.02 0.03 0.14
C 2.4133 -1.3515 -6.1831 -0.06 0.29 -0.26
C -6.6228 3.9856 2.2324 2.84 1.87 -7.73
C 13.6125 -6.1446 -1.1633 -0.01 0.01 0.14
C -12.1033 5.8654 0.9745 0.12 0.40 -0.04
C 1.8212 -1.3599 -7.5888 -0.03 0.09 -0.12
C -5.2521 -4.4312 2.3847 -0.78 0.77 -0.24
C -7.8086 6.0095 4.1028 -0.04 0.13 0.03
C 0.9915 3.0347 -2.1876 -1.24 0.01 -0.22
C 2.2214 -2.4973 -0.3119 -0.67 0.62 -0.59
C -0.0912 -1.4807 2.1470 0.83 -0.31 0.26
C 7.9428 -3.9278 -2.5510 -0.10 0.96 -0.46
C 1.3453 -2.2689 2.0270 0.87 0.73 1.81
C -7.1131 3.6081 3.6207 0.11 0.36 -1.04
C 0.0574 2.3171 -3.3687 0.34 -1.22 1.80
C -5.8560 -4.9341 3.6974 -0.19 0.00 0.38
C -0.3818 3.5645 2.1341 -1.23 1.03 1.82
C -4.4563 1.0034 0.6714 0.33 0.67 0.55
C -4.0171 1.4653 2.2153 -0.31 -1.41 0.02
C -1.1038 -2.6936 0.3988 -0.26 -0.03 0.14
C 9.3866 -3.7681 -2.0707 0.38 0.16 -0.08
C -12.7148 7.1238 1.5820 -0.01 0.14 -0.01
C 4.6162 0.9188 0.4330 -0.23 0.26 -0.67
C -4.5919 0.2590 3.2129 -0.74 1.11 -0.05
C 7.5688 -2.7612 -3.4507 -2.37 6.35 -5.06
C 0.1463 -3.7543 0.3775 -0.71 -1.18 0.25
C 1.2177 2.6222 0.5397 -2.74 -1.66 -0.93
C 0.8738 -3.1348 -5.3634 -8.03 -2.62 0.91
C 3.1217 1.2027 1.1286 1.73 -0.72 6.64
H -0.5579 3.6878 -0.6472 1.40 -1.91 0.08
H 3.4633 -1.0444 -6.2415 -0.09 -0.12 0.14
H -7.4709 2.5734 3.6065 0.19 0.11 -0.18
H -4.0313 0.2623 4.2404 -0.98 -0.22 -1.94
H 10.2285 -2.8912 -3.8820 0.00 -0.14 0.05
H -7.4952 6.3785 3.1211 0.03 -0.09 0.10
H 9.4858 -2.8415 -1.4921 -0.14 -0.16 -0.01
H -4.7759 -3.5788 5.0094 -0.14 -0.01 -0.01
H 4.3584 -1.4474 -2.4372 0.90 0.38 2.46
H 2.2027 -1.4468 2.0236 -1.75 -1.93 -0.17
H 2.3298 -2.0938 -8.2245 -0.08 0.10 0.06
H -12.1736 3.7070 1.1349 -0.07 0.03 0.27
H -6.8993 -5.2325 3.5366 0.21 -0.01 -0.09
H 0.7526 -1.5965 -7.5761 0.14 -0.04 0.03
H 12.5204 -7.4849 -2.4372 0.20 -0.01 -0.09
H 1.5158 -2.9248 3.0082 -0.42 1.36 -2.07
H -5.3120 -5.8276 4.0227 -0.03 0.07 -0.19
H 2.8722 -3.4716 -6.0698 -0.22 0.02 0.07
H 11.4122 -3.6576 -2.8248 -0.36 -0.03 -0.10
H -2.3351 3.6803 3.3779 0.83 -0.94 -2.15
H 3.7242 3.1702 -1.0251 0.07 1.15 0.90
H -3.4877 0.5306 0.1775 -2.16 0.95 0.85
H -4.2010 -4.1562 2.5252 -0.18 0.13 -0.09
H -5.2985 -5.2176 1.6242 -0.02 0.28 -0.04
H 13.1971 -6.5572 -0.2383 0.11 0.06 -0.11
H 14.6437 -5.8312 -0.9644 -0.16 -0.01 -0.01
H 0.0656 -0.4235 2.6320 -0.27 -2.01 -1.21
H -11.0127 5.9138 1.0818 -0.16 -0.13 -0.06
H -12.3307 8.0153 1.0760 -0.10 -0.13 0.05
H -3.1027 3.4488 0.2563 0.75 1.54 1.65
H -4.5985 2.4450 2.5670 1.56 -2.05 -0.97
H -1.6733 -2.6286 -0.6274 1.39 0.01 2.03
H -0.1100 -4.6224 1.1547 0.65 1.88 -1.55
H -1.8056 1.0014 1.5263 -1.08 1.41 1.40
H -5.7236 0.5653 3.4299 2.32 -0.88 -0.39
H -6.2779 3.6690 4.3269 0.02 0.01 -0.23
H 9.6337 -4.5962 -1.3974 -0.19 0.07 -0.02
H -1.8548 -3.0632 1.2298 1.26 0.74 -1.63
H -8.6108 4.2465 5.0300 0.05 -0.10 -0.19
H -3.8862 4.3692 1.7069 2.30 -0.46 -1.47
H -6.9764 6.1428 4.8035 -0.09 0.02 -0.10
H -5.3194 0.1947 0.7101 1.77 1.81 -0.16
H 5.4265 0.9951 -1.6962 -1.95 -1.19 1.09
H 5.9681 -1.3377 -1.4604 -2.33 0.01 0.65
H 1.8898 -0.5977 -5.5823 0.12 -0.15 0.02
H 0.4557 1.2041 -3.4418 -1.00 2.34 -0.04
H 15.2186 -6.4086 -3.4486 -0.19 0.12 -0.10
H -4.6324 -0.7905 2.6937 0.38 2.04 1.10
H 10.3334 -4.6629 -3.8108 0.05 0.20 0.10
H -2.3490 5.1455 0.9295 -0.72 -2.10 0.36
H -6.2225 -4.3048 5.7355 0.11 0.06 -0.11
H 2.7778 -2.6600 -4.4966 -0.24 -0.14 -0.04
H -2.0649 1.2214 3.4012 -0.41 0.84 -2.23
H 7.2623 -3.9531 -1.6935 -0.10 0.10 -0.24
H 1.9295 -0.3742 -8.0525 0.02 -0.15 0.04
H 3.5530 0.7801 -1.6977 1.64 -0.76 1.39
H 14.1076 -8.0800 -1.9511 -0.04 0.08 -0.18
H 14.1212 -7.4700 -4.3496 -0.02 0.28 -0.03
H -9.0841 4.4573 3.3444 0.14 -0.12 0.17
H 0.2537 -4.2824 -0.6638 -0.07 1.28 2.02
H -12.4672 7.2217 2.6437 -0.06 -0.08 -0.11
H -8.6392 6.6399 4.4360 0.13 -0.10 0.00
H 1.0587 4.2033 -2.3685 0.14 -2.53 0.19
H 5.2491 1.9226 0.4646 -1.74 -1.93 0.16
H -13.8062 7.1178 1.4811 0.14 0.03 0.04
H -0.7656 -2.1220 2.8754 0.87 1.30 -1.66
H 7.8236 -4.8643 -3.1068 -0.05 0.24 -0.06
H 0.0009 3.9151 3.1968 -0.43 -0.69 -2.34
H 5.2531 0.1401 1.0760 -1.92 1.69 -1.28
H 13.0245 -5.2563 -1.4149 0.11 -0.08 -0.04
H 2.0303 2.4956 -2.2203 -1.92 1.21 0.11
H -4.8036 1.9718 0.0845 0.68 -2.21 1.00
H -13.7168 4.5049 1.4881 0.15 -0.02 0.20
H 1.9378 5.7750 -0.7902 -0.62 -0.20 2.09
H -0.3628 1.7405 -0.8461 1.07 2.37 0.41
H -12.3207 5.8472 -0.0991 0.04 -0.16 0.14
H -6.3951 -3.0039 4.5589 0.12 -0.09 -0.04
H -1.0888 2.2697 -3.0686 2.51 0.37 -0.79
H -0.3264 4.4726 1.3990 0.31 -1.87 1.27
```
Forces are in eV/Å.

Values from the calculation:
Total charge: 0
Gap between HOMO and LUMO, Eh: 0.3082
HOMO level, hartree: -0.319
LUMO energy, hartree: -0.011

Atomic partial charges in e from the Mulliken method, atoms 1 to 6: I -0.02; S -0.13; S -0.09; P 1.13; O -0.60; O -0.69